Molecular formula: C31H39BCl57F5NO4
Method: DFT, ωB97M-V/def2-TZVPD

Last columns: bonded neighbours and bond lengths (Å).
Element x y z (Å)
1 C 2.209 1.903 1.613  C2 1.344, H24 1.082, H25 1.080
2 C 2.737 0.739 2.026  C1 1.344, C3 1.493, H26 1.084
3 C 2.706 -0.454 1.128  C2 1.493, O4 1.386, C15 1.553, H27 1.095
4 O 3.903 -0.977 0.666  C3 1.386, B5 1.492
5 B 3.454 -2.154 -0.133  O4 1.492, C6 1.679, O10 1.461, O14 1.509
6 C 4.656 -3.311 0.056  B5 1.679, O7 1.440, H28 1.094, H29 1.102
7 O 5.917 -2.714 0.412  C6 1.440, C8 1.400
8 C 6.619 -3.386 1.420  O7 1.400, C9 1.537, H30 1.092, H31 1.090
9 C 6.119 -2.959 2.809  C8 1.537, H32 1.084, H33 1.084, H34 1.085
10 O 3.190 -1.894 -1.546  B5 1.461, C11 1.400
11 C 4.183 -1.134 -2.176  O10 1.400, C12 1.545, H35 1.092, H36 1.091
12 C 3.794 0.356 -2.306  C11 1.545, C13 1.525, H37 1.086, H38 1.083
13 C 4.760 1.249 -1.534  C12 1.525, H39 1.085, H40 1.088, H41 1.091
14 O 2.169 -2.558 0.547  B5 1.509, C15 1.419
15 C 1.939 -1.698 1.653  C3 1.553, O14 1.419, N16 1.455, C17 1.524
16 N 2.542 -2.373 2.792  C15 1.455, H42 1.015, H43 1.010
17 C 0.442 -1.437 1.769  C15 1.524, F18 1.355, F19 1.371, C20 1.588
18 F -0.021 -0.634 0.781  C17 1.355
19 F -0.236 -2.621 1.626  C17 1.371
20 C -0.026 -0.827 3.159  C17 1.588, F21 1.366, F22 1.341, F23 1.347
21 F -0.743 0.316 2.942  C20 1.366
22 F 0.983 -0.499 3.980  C20 1.341
23 F -0.876 -1.655 3.795  C20 1.347
24 H 2.274 2.128 0.556  C1 1.082
25 H 1.679 2.579 2.268  C1 1.080
26 H 3.185 0.705 3.013  C2 1.084
27 H 2.201 -0.099 0.225  C3 1.095
28 H 4.360 -4.098 0.755  C6 1.094
29 H 4.765 -3.801 -0.925  C6 1.102
30 H 6.604 -4.472 1.307  C8 1.092
31 H 7.650 -3.040 1.352  C8 1.090
32 H 5.379 -3.660 3.179  C9 1.084
33 H 5.643 -1.994 2.680  C9 1.084
34 H 6.940 -2.816 3.503  C9 1.085
35 H 4.351 -1.540 -3.176  C11 1.092
36 H 5.136 -1.168 -1.643  C11 1.091
37 H 3.925 0.592 -3.358  C12 1.086
38 H 2.755 0.519 -2.047  C12 1.083
39 H 5.034 0.812 -0.579  C13 1.085
40 H 5.679 1.368 -2.103  C13 1.088
41 H 4.380 2.253 -1.341  C13 1.091
42 H 1.858 -2.556 3.519  N16 1.015
43 H 2.824 -3.285 2.463  N16 1.010
44 C -0.477 -3.630 -1.534  Cl45 1.763, Cl46 1.754, Cl47 1.785, H48 1.084
45 Cl 0.033 -5.140 -0.779  C44 1.763
46 Cl 0.526 -3.227 -2.914  C44 1.754
47 Cl -2.177 -3.739 -2.068  C44 1.785
48 H -0.382 -2.840 -0.798  C44 1.084
49 C -4.319 -7.180 1.892  Cl50 1.767, Cl51 1.763, Cl52 1.763, H53 1.082
50 Cl -6.071 -6.965 1.961  C49 1.767
51 Cl -3.636 -7.166 3.517  C49 1.763
52 Cl -3.914 -8.678 1.053  C49 1.763
53 H -3.893 -6.355 1.335  C49 1.082
54 C -3.884 -0.795 0.644  Cl55 1.753, Cl56 1.761, Cl57 1.772, H58 1.081
55 Cl -3.725 -2.501 0.273  C54 1.753
56 Cl -3.299 0.176 -0.703  C54 1.761
57 Cl -5.560 -0.358 1.016  C54 1.772
58 H -3.275 -0.574 1.510  C54 1.081
59 C -3.594 1.926 4.013  Cl60 1.764, Cl61 1.763, Cl62 1.763, H63 1.082
60 Cl -5.353 1.911 4.150  C59 1.764
61 Cl -3.072 2.902 2.641  C59 1.763
62 Cl -2.870 2.505 5.514  C59 1.763
63 H -3.259 0.909 3.854  C59 1.082
64 C 1.621 -2.692 -6.673  Cl65 1.764, Cl66 1.770, Cl67 1.755, H68 1.081
65 Cl -0.141 -2.644 -6.603  C64 1.764
66 Cl 2.217 -1.584 -7.918  C64 1.770
67 Cl 2.322 -2.327 -5.105  C64 1.755
68 H 1.920 -3.693 -6.949  C64 1.081
69 C 6.842 -5.507 -3.439  Cl70 1.763, Cl71 1.769, Cl72 1.753, H73 1.081
70 Cl 5.084 -5.430 -3.320  C69 1.763
71 Cl 7.439 -4.345 -4.632  C69 1.769
72 Cl 7.588 -5.229 -1.878  C69 1.753
73 H 7.114 -6.499 -3.773  C69 1.081
74 C 7.209 -2.008 7.114  Cl75 1.769, Cl76 1.760, Cl77 1.763, H78 1.081
75 Cl 8.499 -1.067 7.876  C74 1.769
76 Cl 6.308 -1.025 5.967  C74 1.760
77 Cl 7.868 -3.450 6.342  C74 1.763
78 H 6.528 -2.327 7.891  C74 1.081
79 C -4.911 2.685 -3.399  Cl80 1.767, Cl81 1.764, Cl82 1.760, H83 1.082
80 Cl -5.120 4.111 -4.422  C79 1.767
81 Cl -5.537 1.243 -4.200  C79 1.764
82 Cl -3.220 2.472 -2.958  C79 1.760
83 H -5.478 2.837 -2.491  C79 1.082
84 C 1.649 3.194 -4.794  Cl85 1.767, Cl86 1.764, Cl87 1.766, H88 1.080
85 Cl -0.004 3.007 -4.199  C84 1.767
86 Cl 2.808 3.114 -3.467  C84 1.764
87 Cl 2.007 1.976 -6.022  C84 1.766
88 H 1.732 4.166 -5.256  C84 1.080
89 C -0.137 3.834 -8.996  Cl90 1.764, Cl91 1.765, Cl92 1.763, H93 1.080
90 Cl 0.684 2.275 -8.913  C89 1.764
91 Cl -1.887 3.613 -9.054  C89 1.765
92 Cl 0.298 4.901 -7.662  C89 1.763
93 H 0.172 4.319 -9.910  C89 1.080
94 C -3.516 -1.036 7.515  Cl95 1.763, Cl96 1.758, Cl97 1.768, H98 1.082
95 Cl -2.887 -2.430 8.395  C94 1.763
96 Cl -2.585 -0.753 6.050  C94 1.758
97 Cl -5.225 -1.261 7.126  C94 1.768
98 H -3.427 -0.166 8.150  C94 1.082
99 C -1.698 6.120 5.429  Cl100 1.755, Cl101 1.772, Cl102 1.766, H103 1.082
100 Cl -1.174 5.422 3.907  C99 1.755
101 Cl -0.356 6.940 6.246  C99 1.772
102 Cl -3.052 7.228 5.186  C99 1.766
103 H -2.037 5.317 6.069  C99 1.082
104 C -1.972 9.657 8.675  Cl105 1.764, Cl106 1.765, Cl107 1.763, H108 1.083
105 Cl -3.526 9.213 9.381  C104 1.764
106 Cl -2.048 11.265 7.951  C104 1.765
107 Cl -0.688 9.575 9.881  C104 1.763
108 H -1.743 8.948 7.889  C104 1.083
109 C 2.931 1.489 -12.324  Cl110 1.759, Cl111 1.766, Cl112 1.765, H113 1.082
110 Cl 3.131 0.472 -10.902  C109 1.759
111 Cl 4.458 1.669 -13.192  C109 1.766
112 Cl 1.682 0.843 -13.390  C109 1.765
113 H 2.615 2.469 -11.993  C109 1.082
114 C -7.089 -4.518 8.622  Cl115 1.763, Cl116 1.765, Cl117 1.766, H118 1.082
115 Cl -6.241 -5.753 7.694  C114 1.763
116 Cl -8.769 -4.386 8.097  C114 1.765
117 Cl -7.000 -4.865 10.351  C114 1.766
118 H -6.606 -3.566 8.444  C114 1.082
119 C 0.906 6.904 -11.931  Cl120 1.762, Cl121 1.769, Cl122 1.764, H123 1.081
120 Cl 1.882 8.370 -11.882  C119 1.762
121 Cl 1.917 5.477 -11.668  C119 1.769
122 Cl -0.399 6.977 -10.747  C119 1.764
123 H 0.465 6.825 -12.915  C119 1.081
124 C -8.682 -2.209 -0.025  Cl125 1.761, Cl126 1.761, Cl127 1.770, H128 1.082
125 Cl -8.673 -3.960 -0.211  C124 1.761
126 Cl -7.942 -1.399 -1.403  C124 1.761
127 Cl -10.336 -1.622 0.206  C124 1.770
128 H -8.113 -1.962 0.862  C124 1.082
129 C -9.283 -7.778 -1.849  Cl130 1.765, Cl131 1.764, Cl132 1.765, H133 1.081
130 Cl -8.488 -8.654 -3.158  C129 1.765
131 Cl -8.100 -7.206 -0.672  C129 1.764
132 Cl -10.242 -6.442 -2.487  C129 1.765
133 H -9.954 -8.461 -1.346  C129 1.081
134 C -0.919 11.459 4.203  Cl135 1.761, Cl136 1.766, Cl137 1.764, H138 1.082
135 Cl -0.493 9.820 4.686  C134 1.761
136 Cl 0.261 12.622 4.813  C134 1.766
137 Cl -1.068 11.580 2.448  C134 1.764
138 H -1.879 11.698 4.639  C134 1.082

Computed properties:
* total charge: -1
* orbital gap: 0.23661 hartree
* molecular weight: 2616.3 g mol⁻¹